No. 1
A 2-piece molecular cluster, C4H12N5O overall. Source: the OMol25 dataset; level of theory: ωB97M-V with the def2-TZVPD basis set.

Structure (ORCA input):
```
! wB97M-V def2-TZVPD RIJCOSX def2/J DEFGRID3
* xyz 1 3
C 2.03767 -0.15062 -0.27373
C -0.56790 0.96830 -0.26971
C -1.23222 0.25870 0.83807
C -2.43492 -0.59948 0.25619
N 1.45600 0.96289 0.02988
N 3.27497 -0.32545 0.17751
N 1.50584 -1.13456 -1.10738
N -1.16637 1.55855 -1.16495
N 3.82934 0.71529 0.96297
O -3.56267 0.12105 0.08007
H -1.67222 0.99008 1.55390
H -0.45840 -0.49476 1.24780
H -2.11173 -0.88903 -0.70303
H -2.43778 -1.58222 0.93399
H 3.90054 -0.94261 -0.27241
H 0.96050 -0.83600 -2.00936
H 2.31490 -1.74917 -1.43074
H -2.10909 1.74282 -1.19953
H -0.47806 2.04700 -1.86978
H 4.19465 0.38515 1.86187
H 3.17865 1.43488 1.02076
H -4.20419 0.03789 0.69865
*
```

The expectation value of S² is 2.031. The orbital gap (alpha / beta) comes out at 7.46 / 6.75 eV.

Atom-resolved charges from Löwdin, all expressed in e:
1 C -0.55
2 C -0.20
3 C -0.13
4 C -0.29
5 N 0.18
6 N 0.07
7 N 0.12
8 N 0.20
9 N 0.11
10 O 0.01
11 H 0.14
12 H 0.13
13 H 0.09
14 H 0.17
15 H 0.15
16 H 0.16
17 H 0.12
18 H 0.10
19 H 0.20
20 H 0.12
21 H 0.04
22 H 0.06

---

No. 2
A 2-piece molecular cluster, C4H12NO overall. Source: the OMol25 dataset; level of theory: ωB97M-V with the def2-TZVPD basis set.

Structure (ORCA input):
```
! wB97M-V def2-TZVPD RIJCOSX def2/J DEFGRID3
* xyz 0 2
C 1.04712 1.30873 2.03906
C -0.01946 0.58266 1.21932
C 0.36722 0.60640 -0.25375
C -2.10009 -0.09997 -0.71991
N -0.78288 -0.02569 -1.02559
H 0.79853 1.29806 3.13176
H 1.96568 0.81233 1.74592
H 1.21159 2.28127 1.74340
H -0.24493 -0.27876 1.83131
H -0.91423 1.12079 1.19282
H 0.48257 1.59493 -0.61988
H 1.14645 -0.06087 -0.53703
H -2.71336 0.69615 -0.35547
H -2.46785 -1.09822 -0.88972
H -0.31629 -0.91411 -1.51606
H 0.18490 -2.66091 -2.80770
H 1.58833 -2.82760 -2.02843
O 0.76672 -2.33520 -2.15003
*
```

The expectation value of S² is 0.754. The orbital gap (alpha / beta) comes out at 6.07 / 9.84 eV.

Atom-resolved charges from Löwdin, all expressed in e:
1 C -0.11
2 C -0.26
3 C -0.18
4 C -0.11
5 N -0.14
6 H 0.09
7 H 0.07
8 H 0.03
9 H 0.11
10 H 0.07
11 H 0.10
12 H 0.09
13 H 0.03
14 H 0.03
15 H 0.11
16 H 0.03
17 H 0.06
18 O -0.03

---

No. 3
A 3-piece molecular cluster, C4H12NO overall. Source: the OMol25 dataset; level of theory: ωB97M-V with the def2-TZVPD basis set.

Structure (ORCA input):
```
! wB97M-V def2-TZVPD RIJCOSX def2/J DEFGRID3
* xyz 1 1
C 2.66337 -0.85002 0.49018
C 1.41313 -0.72930 -0.45381
C 0.17785 -1.01285 0.20244
C -0.41822 -0.03885 1.07727
N -1.66316 0.05215 1.30883
H 2.56274 -0.23684 1.38221
H 3.55633 -0.63938 -0.06856
H 2.75012 -1.87993 0.81882
H 1.53774 -1.36153 -1.32845
H 1.39690 0.32423 -0.75554
H -0.36049 -1.92775 -0.03429
H 0.24575 0.70325 1.53590
H -3.09767 -0.44641 -4.89383
H -2.95690 0.23130 -5.18801
H -2.19814 -0.67264 0.82434
H -2.13744 3.48783 2.05882
H -1.92640 2.05800 1.48824
O -1.54553 2.93874 1.53544
*
```

The orbital gap comes out at 6.20 eV.

Atom-resolved charges from Löwdin, all expressed in e:
1 C 0.00
2 C -0.17
3 C 0.16
4 C -0.15
5 N 0.23
6 H 0.09
7 H 0.09
8 H 0.09
9 H 0.14
10 H 0.16
11 H 0.16
12 H 0.15
13 H 0.00
14 H 0.00
15 H 0.11
16 H 0.05
17 H -0.03
18 O -0.07

---

No. 4
A 2-piece molecular cluster, C4H12NO overall. Source: the OMol25 dataset; level of theory: ωB97M-V with the def2-TZVPD basis set.

Structure (ORCA input):
```
! wB97M-V def2-TZVPD RIJCOSX def2/J DEFGRID3
* xyz 1 1
C -1.63019 1.09120 1.25453
N -1.04379 -0.28866 1.37847
H -1.77118 1.34573 0.22351
H -2.57200 1.04867 1.82912
H -0.89615 1.75042 1.69092
H -0.13814 -0.34082 0.80696
H -1.74130 -0.95050 1.05090
H -0.77495 -0.47638 2.36112
C -0.06447 -0.25099 -2.06262
C 0.88552 0.19549 -1.02929
C 1.82918 -0.63040 -0.46772
O 2.57358 -0.18053 0.70315
H 0.02578 0.30827 -2.99926
H 0.12931 -1.32444 -2.39545
H -1.05642 -0.15578 -1.66572
H 0.84343 1.24484 -0.68604
H 2.05669 -1.65205 -0.84120
H 3.34509 -0.73407 0.84861
*
```

The orbital gap comes out at 9.47 eV.

Atom-resolved charges from Löwdin, all expressed in e:
1 C -0.01
2 N 0.13
3 H 0.08
4 H 0.12
5 H 0.10
6 H 0.12
7 H 0.16
8 H 0.18
9 C -0.11
10 C -0.21
11 C -0.13
12 O -0.04
13 H 0.09
14 H 0.11
15 H 0.05
16 H 0.13
17 H 0.14
18 H 0.09

---

No. 5
A 3-piece molecular cluster, C4H12NO overall. Source: the OMol25 dataset; level of theory: ωB97M-V with the def2-TZVPD basis set.

Structure (ORCA input):
```
! wB97M-V def2-TZVPD RIJCOSX def2/J DEFGRID3
* xyz 1 1
C -1.30661 -1.88671 -0.51488
C 0.01291 -0.90256 -0.37614
C -0.19435 0.43525 -0.99141
C -1.55105 1.18500 0.02011
O -2.55687 0.49513 -0.28146
N -1.96289 -1.77612 -1.82440
H -1.22270 -2.91444 -0.20781
H 8.00552 4.25727 5.92837
H 0.14958 -0.92206 0.68421
H 0.86324 -1.47973 -0.87226
H -0.48559 0.32093 -2.03016
H 0.58203 1.11891 -0.68714
H -1.10482 1.43552 0.99977
H -1.56256 2.19311 -0.48972
H -2.02805 -1.31576 0.14181
H -1.94398 -2.40329 -2.61102
H -2.64680 -1.03963 -1.75034
H 8.95299 3.19918 4.86246
*
```

The orbital gap comes out at 3.79 eV.

Atom-resolved charges from Löwdin, all expressed in e:
1 C -0.14
2 C -0.14
3 C 0.03
4 C -0.20
5 O 0.05
6 N 0.11
7 H 0.12
8 H 0.00
9 H 0.11
10 H 0.18
11 H 0.12
12 H 0.13
13 H 0.14
14 H 0.16
15 H 0.13
16 H 0.11
17 H 0.08
18 H 0.00

---

No. 6
A 2-piece molecular cluster, C4H12NO overall. Source: the OMol25 dataset; level of theory: ωB97M-V with the def2-TZVPD basis set.

Structure (ORCA input):
```
! wB97M-V def2-TZVPD RIJCOSX def2/J DEFGRID3
* xyz 1 1
O -0.78681 1.69973 1.65098
C -0.22449 0.41395 2.05914
C 1.21642 0.15241 1.62816
N 1.29116 0.53867 0.29655
C -0.34575 -1.29150 -1.77528
C -1.20263 -0.03338 -2.08442
H -0.10871 1.76947 0.96041
H -0.34015 0.26320 3.13631
H -0.79597 -0.39569 1.57255
H 1.91871 0.77573 2.24043
H 1.61951 -0.87135 1.76322
H -0.86864 -2.20409 -2.04273
H 2.20756 0.90053 -0.01353
H -0.20404 -1.33284 -0.65353
H 0.65311 -1.30358 -2.20366
H -0.68501 0.44076 -2.93118
H -2.23432 -0.24396 -2.30834
H -1.10992 0.72194 -1.29510
*
```

The orbital gap comes out at 5.17 eV.

Atom-resolved charges from Löwdin, all expressed in e:
1 O 0.00
2 C -0.20
3 C -0.18
4 N 0.37
5 C -0.14
6 C -0.13
7 H 0.05
8 H 0.14
9 H 0.13
10 H 0.21
11 H 0.22
12 H 0.07
13 H 0.15
14 H 0.05
15 H 0.06
16 H 0.08
17 H 0.07
18 H 0.04

---

No. 7
A 2-piece molecular cluster, C4H12NO overall. Source: the OMol25 dataset; level of theory: ωB97M-V with the def2-TZVPD basis set.

Structure (ORCA input):
```
! wB97M-V def2-TZVPD RIJCOSX def2/J DEFGRID3
* xyz 2 2
C -0.84137 0.97032 2.34723
C 0.39974 1.08186 1.57831
C 0.18340 0.32285 0.22712
C 0.33564 0.84547 -1.00082
N 0.34544 -0.07829 -2.18753
H -1.05968 1.84427 3.04527
H -0.81123 0.21850 3.10667
H -1.70912 0.86865 1.79283
H 1.29948 0.69460 2.21504
H 0.72148 2.15011 1.34625
H -0.22772 -0.69436 0.39447
H 0.41065 1.90268 -1.25717
H 0.16969 -1.08209 -2.12891
H -0.32417 0.32489 -2.82169
H 1.36302 -0.00262 -2.54240
H 0.50457 -3.48382 -1.20842
H -0.80364 -3.06815 -1.46615
O 0.04381 -2.81488 -1.44011
*
```

The expectation value of S² is 0.762. The orbital gap (alpha / beta) comes out at 10.99 / 6.09 eV.

Atom-resolved charges from Löwdin, all expressed in e:
1 C -0.06
2 C -0.15
3 C 0.10
4 C 0.11
5 N 0.25
6 H 0.18
7 H 0.11
8 H 0.07
9 H 0.21
10 H 0.17
11 H 0.16
12 H 0.18
13 H 0.11
14 H 0.18
15 H 0.24
16 H -0.02
17 H 0.03
18 O 0.12

---

No. 8
C4H12NO2 as an isolated structure. Source: the OMol25 dataset; level of theory: ωB97M-V with the def2-TZVPD basis set.

Structure (ORCA input):
```
! wB97M-V def2-TZVPD RIJCOSX def2/J DEFGRID3
* xyz -1 1
C -2.29399 -1.04652 1.23311
C -1.72174 -0.76984 -0.15641
N -1.70863 0.61753 -0.56715
C 0.01156 1.02493 0.07901
C 0.90621 0.79085 -1.12014
O 2.23589 0.86376 -0.73767
H -3.26135 -0.56572 1.34293
H -2.41376 -2.11647 1.41498
H -1.63977 -0.63146 2.00495
H -2.35467 -1.26355 -0.90398
H -0.71573 -1.21496 -0.21778
H -1.29971 1.22515 0.16617
H 0.23395 1.99716 0.52555
H 0.24110 0.26916 0.84873
H 0.68829 1.52645 -1.88862
H 0.66439 -0.17523 -1.56869
H 1.49113 -1.56214 0.74607
H 2.36348 0.06392 -0.05704
O 2.31703 -1.08636 0.88978
*
```

The orbital gap comes out at 7.73 eV.

Atom-resolved charges from Löwdin, all expressed in e:
1 C -0.12
2 C -0.40
3 N -0.01
4 C -0.09
5 C -0.37
6 O -0.16
7 H 0.06
8 H 0.06
9 H 0.06
10 H 0.10
11 H 0.08
12 H -0.03
13 H 0.12
14 H 0.08
15 H 0.10
16 H 0.10
17 H -0.13
18 H 0.00
19 O -0.46

---

Calculated calculated total energy, -508.13537, -289.47987, -289.19059, -289.31276, -288.94522, -289.09580, -288.76577, -364.71783 Eh (same order as the records).
Calculated maximum force, 0.1219, 0.0857, 0.0240, 0.0567, 0.0706, 0.0663, 0.1873, 0.0629 Eh/bohr (same order as the records).
Calculated ΔE to the lowest compared entry with this formula, charge and spin, 0.000, 1.368, 5.014, 1.690, 11.691, 7.594, 2.537, 3.746 eV (same order as the records).